# 1
13 unconnected molecules or ions with the total composition C57H146N6O19. Source: the Open Molecules 2025 dataset; level of theory: ωB97M-V/def2-TZVPD.

```
228
Properties=species:S:1:pos:R:3:forces:R:3:lowdin_charge:R:1
C -20.67604 22.17007 -5.77578 0.3 1.0 -0.4 -0.1034
C -15.76693 25.68171 -8.14475 -0.6 0.4 0.4 -0.0848
H -20.08651 27.37287 -10.57923 -0.3 -0.7 0.3 0.0584
C -20.14952 16.56157 -6.25876 0.1 -0.7 -2.9 -0.0474
C -18.06851 15.69384 -7.56571 -1.0 -0.2 -1.0 -0.0441
H -17.76877 26.84708 -12.12488 0.3 -0.3 0.3 0.0833
N -20.74817 28.11178 -10.39434 0.4 0.8 -1.0 -0.0299
H -15.25062 15.47806 -13.07126 -0.3 0.1 -0.2 0.0850
H -26.65633 25.79847 -13.75392 0.5 0.6 0.1 0.0957
C -20.48787 28.00071 -14.64072 2.0 0.3 -0.3 -0.1222
O -20.66037 20.38680 -8.63144 -0.4 0.9 1.0 -0.2080
H -16.97819 18.06921 -5.00209 -0.1 -1.0 -0.1 0.0938
H -15.29688 25.23597 -8.99230 0.6 -0.2 -0.7 0.0664
C -22.37715 16.17692 -11.15825 -1.2 -0.2 0.7 -0.0519
H -15.15311 21.81123 -8.95516 -1.4 1.0 0.6 0.0399
H -15.56389 15.04644 -11.41053 -0.6 0.0 0.0 0.0774
H -16.61182 26.24486 -8.52233 -0.2 -0.1 0.1 0.0715
C -21.67886 15.96938 -9.83509 -0.6 -0.2 0.5 -0.5139
H -18.74733 24.62660 -11.79475 -0.1 0.4 0.6 0.1092
H -20.44026 22.11898 -6.84264 0.2 -0.3 0.0 0.0572
O -14.68749 27.86773 -8.09721 1.0 -1.7 0.3 -0.0805
H -21.92514 19.03178 -9.35135 -1.3 -0.8 -1.9 0.0522
C -13.33240 26.91612 -14.42652 0.1 -1.3 0.7 -0.2652
H -23.35895 15.69686 -8.87180 -0.2 -0.1 0.0 0.0836
H -22.53166 21.69155 -13.65507 -0.3 -0.5 -0.1 0.1067
H -25.37429 26.03845 -5.99293 -0.7 -0.6 -0.6 0.0949
C -25.46944 18.79231 -7.68455 1.0 -0.8 -0.1 -0.1297
H -19.49693 28.52489 -14.90164 -1.2 -0.7 0.2 0.1007
H -15.17354 23.81366 -12.76684 -0.2 -0.2 0.1 0.1147
C -24.91892 24.45852 -7.38491 -1.2 -0.5 -0.3 -0.4736
C -18.40304 25.17972 -15.62061 -0.6 -1.1 -0.9 -0.0907
C -19.00360 20.21078 -13.46270 1.3 -0.5 0.2 -0.1620
C -16.18986 18.73611 -4.69611 0.5 -0.2 1.6 -0.1873
H -14.93911 27.44678 -5.35878 -0.5 0.1 -0.1 0.0828
H -24.31760 21.37351 -9.56346 0.3 -0.2 -0.1 0.1052
H -25.49199 27.24559 -14.00310 -0.5 0.7 0.8 0.0791
H -21.27291 28.53103 -15.11744 -0.9 0.6 -0.6 0.0767
H -22.08327 21.89182 -15.36864 0.5 -0.1 0.4 0.1380
O -25.61704 19.26935 -8.97794 -0.4 0.8 -1.7 -0.2059
H -15.91325 19.19565 -12.78137 0.0 -0.6 0.4 0.0762
H -26.96227 21.87398 -10.66816 -0.3 0.2 0.1 0.1150
H -12.62244 20.87896 -7.24728 -0.4 0.2 0.3 0.0850
H -21.20495 29.38462 -8.86332 -0.4 0.8 0.2 0.1123
C -18.24991 21.63440 -5.47708 -1.4 0.2 -1.6 -0.2086
H -18.19813 27.40999 -10.54008 0.3 0.0 0.3 0.0680
C -12.39394 28.01354 -12.58991 -1.4 0.5 0.1 -0.0770
H -20.32884 25.45986 -6.25052 0.1 0.1 -1.2 0.1103
H -14.58754 20.87333 -10.38470 -0.3 0.5 0.6 0.0799
H -26.52696 25.89760 -7.36639 -0.3 0.0 0.3 0.0699
H -15.99381 26.06919 -5.55950 -0.3 -0.4 0.2 0.0672
H -17.45376 22.20344 -5.03892 0.2 0.7 0.5 0.1121
H -17.29835 23.00863 -11.00474 -0.8 0.2 1.0 0.1219
H -22.18701 24.00109 -13.31009 0.0 -0.6 -0.6 0.0882
H -18.88730 20.61369 -12.44886 0.3 -0.1 0.1 0.0540
C -23.20667 23.53554 -10.80446 0.0 -0.5 -0.1 -0.2060
H -22.99331 23.39346 -9.72556 0.0 0.6 -0.2 0.1205
C -22.51376 25.76540 -10.99802 -0.5 2.0 0.7 -0.1203
H -15.15188 17.95038 -0.79994 -0.7 -0.2 -0.1 0.0960
H -18.07432 31.44417 -13.33901 -0.1 0.1 -0.2 0.0791
C -20.22650 29.16859 -11.31557 -0.9 0.9 1.5 -0.1982
O -20.22296 26.28513 -8.23476 -0.7 1.0 -0.1 -0.2351
C -14.11166 19.99439 -8.48052 -0.7 0.6 -1.1 -0.5054
H -21.36120 24.70393 -7.46226 0.1 -0.1 -0.3 0.0650
H -13.96020 26.03098 -7.11482 -0.7 1.3 0.0 0.1489
H -15.53715 29.60603 -15.02036 0.0 0.5 0.1 0.0861
H -21.90425 25.61539 -10.11389 -0.1 -0.7 0.5 0.0592
C -16.16205 17.61610 -1.12192 -1.0 -0.8 -0.5 -0.1102
C -14.13682 25.95829 -13.58489 0.4 -2.3 0.2 -0.2315
C -15.67173 26.97605 -6.03599 2.4 0.1 -0.1 -0.0518
H -13.42323 21.83954 -9.44143 -1.0 -0.4 0.1 0.0952
H -18.29526 25.21602 -16.77291 -0.7 0.3 2.0 0.1304
C -23.92192 25.23614 -14.38754 -0.3 1.5 1.6 -0.2373
H -13.49697 25.42825 -12.84111 -0.2 0.4 -0.3 0.1228
H -14.01843 27.62515 -8.77904 -0.8 0.4 0.7 0.0873
H -15.21032 19.25598 -2.80780 -0.1 0.2 -0.1 0.1233
C -15.53347 23.94318 -13.78792 0.9 0.0 -1.0 -0.1784
H -17.10241 30.60062 -11.76746 0.2 0.1 0.7 0.0745
N -24.98926 21.98087 -10.00827 0.0 0.2 -0.2 -0.0723
H -19.78604 22.48815 -14.56584 0.2 -0.1 0.4 0.1069
H -25.24476 23.42400 -11.38505 0.1 0.1 -0.4 0.1210
H -25.18009 19.57807 -7.01040 -0.1 0.6 0.6 0.0741
H -20.50455 30.01229 -13.26495 0.2 0.4 -0.1 0.1095
C -16.20836 17.07660 -11.96656 0.6 1.4 -0.3 -0.4492
H -20.33161 22.32588 -12.83951 0.2 0.2 0.4 0.1027
H -14.24563 16.04904 -11.78501 -0.8 0.6 -0.1 0.0978
H -16.45575 27.33649 -10.96726 -0.7 -0.6 0.0 0.0980
H -20.38559 14.45240 -10.60113 -1.2 -0.2 1.0 0.1116
H -16.19907 28.09242 -14.63416 0.0 -0.6 0.7 0.0597
H -17.83616 20.57121 -10.37398 -0.4 0.5 0.7 0.1151
C -25.97472 25.31895 -6.62596 1.9 0.6 -0.1 -0.0508
H -19.54313 28.78913 -8.80017 -0.2 -0.1 0.4 0.1290
H -13.30317 19.32974 -6.65171 -0.3 1.4 -0.3 0.1056
C -19.04733 15.52905 -6.36992 -0.4 0.4 -0.8 -0.4983
H -18.04065 21.08478 -8.55832 -0.7 -0.7 -2.1 0.1338
H -12.78680 27.24379 -11.93146 0.1 -0.2 0.2 0.0686
H -21.45317 21.41451 -5.57099 0.5 0.1 0.2 0.0873
H -22.05086 13.87142 -9.99012 1.1 0.3 0.3 0.0991
C -21.87112 22.23049 -14.33989 -0.4 -0.1 0.7 -0.2305
H -18.34735 20.00040 -4.09862 1.0 0.4 -1.5 0.1469
C -13.56561 20.33280 -7.13419 1.1 -2.3 0.4 -0.0576
C -20.91258 29.23140 -12.63781 0.1 -1.5 -0.2 -0.1899
O -18.24355 15.60802 -5.20449 -0.2 -0.6 0.8 -0.0590
H -23.14837 15.35006 -11.23403 0.5 1.2 -0.2 0.1067
H -20.85296 16.24957 -5.53608 -1.0 -0.3 0.8 0.0710
O -17.35935 25.52365 -10.51037 -0.1 0.8 -1.0 -0.2358
O -13.19319 28.08775 -13.76917 0.4 3.2 1.4 -0.1913
H -27.64817 20.03866 -9.26438 1.7 0.0 0.3 0.1388
H -22.49866 19.95568 -7.84911 0.7 -0.8 -1.1 0.1105
H -15.21947 18.40620 -5.00765 0.4 -0.3 -0.6 0.1098
H -19.56924 24.50286 -7.51386 0.4 -0.4 -0.4 0.0653
H -20.43640 30.14880 -10.84698 0.3 -0.3 0.0 0.1280
H -21.13244 23.19129 -5.65247 0.4 -0.9 0.3 0.0739
O -19.50492 22.07286 -4.96239 -0.5 0.0 0.4 -0.1820
C -17.23220 29.73728 -13.63720 -0.7 -1.0 0.7 -0.5166
C -21.67844 19.42976 -8.43082 0.5 1.2 2.9 -0.0698
H -14.47219 18.15357 -12.63085 0.8 0.2 0.2 0.0626
O -20.27020 20.52477 -13.91732 -0.5 2.0 -0.3 -0.1904
C -16.15381 18.80331 -3.14230 0.3 0.0 -0.9 -0.2219
H -19.60386 14.58480 -6.53692 0.7 -0.3 0.5 0.1286
H -12.33379 26.56554 -14.68026 0.1 -0.8 -0.2 0.1308
H -24.84574 22.79175 -5.90000 -0.3 0.0 -0.7 0.0820
H -17.23884 15.00302 -7.35151 -0.1 0.5 -0.4 0.0832
H -24.23839 22.06988 -12.02565 -0.4 0.4 0.5 0.1199
C -26.05113 26.43562 -14.43536 0.6 -1.2 -0.6 -0.0869
H -19.26290 18.98104 -9.21824 -0.4 0.8 -0.5 0.1417
H -26.34998 18.27858 -7.36245 -0.8 -0.2 0.5 0.0787
H -20.14510 19.92294 -10.50569 -0.3 -0.4 -0.9 0.1105
H -17.10300 29.09062 -15.66856 0.2 0.3 0.4 0.0923
H -21.30983 18.60386 -7.79776 -0.1 0.2 -0.1 0.0711
N -22.16743 23.62606 -14.27211 0.2 1.4 0.7 -0.0725
H -12.46502 28.96776 -12.03337 0.1 -0.4 -0.6 0.1008
H -18.23803 21.85641 -6.57737 0.1 -0.3 0.6 0.1096
H -18.58799 26.13306 -15.12458 0.0 0.3 -0.4 0.0555
H -17.73900 16.73439 -7.74332 0.2 -0.4 0.7 0.0700
O -25.06322 25.65760 -15.09368 -0.3 -0.8 -0.8 -0.2037
O -23.98019 25.30715 -8.05184 0.4 0.1 0.8 -0.0624
H -18.55444 15.42903 -8.57813 0.5 0.0 1.6 0.0812
C -16.47455 29.12443 -14.75605 0.1 -0.1 -2.0 -0.0526
H -24.11299 23.15208 -14.93732 -0.4 0.1 0.2 0.1215
H -24.23738 25.39983 -8.96831 -0.1 -0.1 -0.4 0.0619
O -17.18625 24.64732 -15.21059 0.7 -0.8 -0.9 -0.2212
H -19.40070 25.16455 -10.18272 0.1 0.0 0.1 0.0989
H -21.72229 16.10989 -11.98176 1.0 -0.5 -1.0 0.0618
H -26.69688 26.77508 -15.24425 -0.1 0.2 0.2 0.0848
H -24.11442 25.06403 -13.28529 -0.2 0.2 -1.1 0.1207
C -24.21372 23.53040 -6.40824 -0.6 1.0 1.5 -0.0604
C -18.52765 24.76552 -10.71014 0.7 -2.2 0.0 -0.1922
C -14.91274 26.61889 -7.32463 0.0 -0.3 -0.4 -0.4454
H -15.41071 23.01084 -14.36227 -0.1 0.0 0.5 0.1169
H -16.19786 20.10125 -6.17856 0.0 -0.1 -0.1 0.0756
H -15.64008 17.89866 -13.88809 0.0 -0.2 -0.1 0.0808
H -18.78500 15.69346 -4.38621 0.4 -0.1 -1.0 0.1125
C -18.00523 23.36731 -10.18737 -1.1 -0.9 -1.2 -0.1461
H -13.86837 27.06475 -15.33215 -0.4 0.5 -0.9 0.1122
H -18.14792 20.63514 -14.09878 -1.1 -0.6 0.6 0.1061
H -19.15600 29.05001 -11.41807 0.4 0.2 -0.2 0.0854
H -24.63885 18.05592 -7.67930 -0.4 0.4 -0.2 0.0893
H -26.42241 21.03632 -8.24050 -0.5 -0.9 -1.3 0.1335
H -22.79825 17.17427 -11.25410 -0.5 0.0 0.3 0.0790
H -16.97511 19.46145 -2.88830 -0.2 0.1 0.7 0.0960
H -15.47794 18.87487 -9.17574 -0.6 -0.1 0.3 0.0515
H -22.25770 23.25398 -11.33557 -0.8 -0.1 0.2 0.1196
H -22.14478 27.23199 -8.25792 0.0 -0.2 0.0 0.1055
O -23.57185 24.84790 -11.18808 0.8 0.2 1.0 -0.2364
H -19.22826 24.48549 -15.29677 0.4 0.6 -0.6 0.0814
C -20.38209 25.18466 -7.35762 -0.9 1.2 1.6 -0.1222
H -17.17554 16.84205 -12.39808 -0.4 0.0 0.0 0.1269
H -25.39005 23.85888 -8.19419 0.0 0.1 0.6 0.1219
H -16.43927 16.61300 -0.78186 0.8 -0.1 0.1 0.0817
H -15.60957 30.87495 -12.70941 -0.4 -0.2 -0.1 0.1011
H -20.66862 14.33611 -8.85796 0.0 -0.3 0.6 0.0463
C -20.46467 21.99205 -13.85821 -0.3 -2.1 -1.6 -0.1697
O -22.57957 16.23998 -8.73650 0.4 0.1 -0.3 -0.0727
C -21.10457 27.48513 -8.05314 1.4 -2.1 0.9 -0.1463
N -19.08091 22.30575 -10.01340 0.2 0.6 0.6 -0.0450
H -22.97558 26.77158 -10.77563 0.5 -0.9 -0.8 0.1077
C -15.31596 15.88534 -12.06515 1.6 -1.5 0.8 -0.0839
O -16.27525 17.52885 -2.54789 0.0 0.4 0.5 -0.1920
H -17.98286 28.94978 -13.32587 0.6 0.7 0.1 0.1101
C -23.39491 23.97611 -14.95790 1.1 -0.5 -1.2 -0.2218
H -17.59782 23.41651 -13.51043 0.2 1.0 -0.5 0.1284
C -17.43960 26.81348 -11.06374 0.1 0.9 -0.1 -0.1033
H -23.08732 24.09335 -16.01287 -0.6 0.1 0.1 0.1303
H -19.73008 22.54799 -9.22166 0.8 0.1 -1.2 0.1011
H -20.47051 26.97964 -15.02062 0.0 0.1 0.1 0.0704
H -15.88812 29.32342 -11.98909 0.3 -0.9 0.6 0.0522
H -19.68659 17.45600 -5.96282 0.3 1.6 0.2 0.0457
H -25.97517 20.53740 -11.25522 0.0 0.2 0.2 0.1247
H -20.97469 27.78143 -6.99335 -0.2 0.1 -0.5 0.1304
H -23.13757 26.04802 -14.41602 -0.5 -0.7 -0.1 0.1386
H -11.38171 27.78797 -12.83241 1.0 -0.2 -0.2 0.0783
H -26.59129 24.74415 -5.94332 -0.3 -0.2 -0.2 0.0684
H -21.78659 25.82010 -11.80795 -0.3 0.1 -0.5 0.0779
C -21.17813 14.54957 -9.77622 0.5 -0.3 -1.9 -0.0652
H -17.39789 23.54996 -9.29901 -0.1 -0.1 0.2 0.0906
H -16.69136 16.87452 -10.05514 -0.2 -0.7 0.4 0.0598
H -17.00778 18.18037 -0.68269 0.7 0.6 -0.3 0.0881
O -17.97768 30.86050 -14.09861 0.2 0.1 -0.1 -0.0450
C -18.56738 20.96549 -9.62146 1.4 1.4 1.5 -0.2178
H -20.85349 16.64348 -9.65991 0.3 0.4 -0.2 0.1139
O -16.39707 17.57924 -10.61778 0.6 0.5 -1.1 -0.0553
O -15.35570 19.31386 -8.31887 0.0 -0.3 -0.1 -0.0774
H -23.89861 24.13056 -5.53585 0.4 0.0 -0.4 0.0886
H -14.93974 26.39476 -12.99029 -0.1 0.9 -0.1 0.1109
N -16.49168 20.04596 -5.21150 0.1 0.0 0.2 -0.0624
C -19.69874 19.98397 -9.53235 1.2 -1.3 0.4 -0.2692
H -14.33032 20.79340 -6.53073 0.1 0.6 0.3 0.0618
H -16.13819 24.86608 -7.52603 -0.1 -0.1 0.1 0.0776
C -15.51900 18.16194 -12.83872 -1.3 0.3 0.0 -0.0488
C -14.37860 21.24171 -9.35462 3.0 -1.5 -1.3 -0.0423
H -20.66169 16.64594 -7.27628 0.5 0.1 1.5 0.0758
C -24.45295 22.72135 -11.13292 0.5 -0.9 -0.6 -0.1947
C -26.54098 20.35120 -9.16522 -0.8 0.8 1.2 -0.2038
C -16.38826 30.14064 -12.44099 -0.4 1.0 -0.9 -0.0330
C -17.00031 24.31180 -13.87354 0.1 -0.7 0.3 -0.2325
H -21.98145 29.40465 -12.45145 0.0 -0.2 -0.4 0.1302
H -17.21415 25.19518 -13.30945 -0.3 0.5 0.9 0.0818
C -26.15530 21.20790 -10.38798 0.5 -1.3 0.8 -0.2156
O -20.66353 27.95512 -13.26080 -0.4 0.2 0.7 -0.2050
H -18.94913 19.09837 -13.40783 0.2 0.8 -0.1 0.0942
H -15.14184 25.31748 -15.25621 0.2 -0.3 0.5 0.1040
H -23.37187 23.03422 -6.80696 1.0 -0.5 -0.6 0.0371
C -20.59597 28.51710 -8.99709 0.7 -0.1 -0.7 -0.2198
H -18.47905 19.44118 -5.79052 0.6 0.8 0.3 0.1249
H -13.47760 19.29141 -9.03651 0.4 0.3 0.2 0.1374
H -16.48723 27.63708 -6.22773 -0.6 0.4 -0.2 0.0719
C -17.91428 20.19996 -5.15555 -2.2 -0.4 0.8 -0.2323
N -14.63960 24.91272 -14.45581 -0.6 -0.2 -0.2 -0.0630
```
Positions in Å, forces in eV/Å.

Summary:
Gap between HOMO and LUMO (Ha): 0.3293
HOMO energy (eV): -8.549

***

# 2
C5H10O in the gas phase. Source: the Open Molecules 2025 dataset; level of theory: ωB97M-V/def2-TZVPD.

```
16
Properties=species:S:1:pos:R:3:forces:R:3:lowdin_charge:R:1
H 1.97213 -0.66755 0.03507 -0.1 0.0 0.1 0.1061
H 1.30995 1.36857 1.34422 -0.1 -0.1 -0.1 0.0861
C -0.73513 1.03343 0.54755 0.0 0.1 0.0 -0.2147
H 0.93304 -1.03322 -2.19924 -0.1 0.1 0.1 0.0249
H 1.15012 1.68628 -0.43981 -0.1 -0.1 0.1 0.0689
H 0.08254 -2.21610 -0.13623 0.0 0.2 0.0 0.1347
H -0.57433 -0.04328 -1.98777 0.1 0.0 0.1 0.0391
H -2.04616 -0.69860 0.13846 0.1 0.0 0.1 0.1173
C 0.29415 -0.48788 -1.50125 -0.1 -0.3 -0.2 -0.0685
C 0.75484 1.17772 0.42764 -0.1 0.2 0.2 0.0475
H -1.06003 -0.84768 1.60730 0.0 0.1 -0.2 0.1133
C 0.06496 -1.11833 -0.20972 -0.1 0.0 0.0 -0.4459
H -1.10619 1.52845 1.45319 0.1 -0.1 -0.1 0.1113
C -1.06770 -0.47997 0.57612 -0.1 -0.1 0.0 -0.1524
H -1.20472 1.49910 -0.32295 0.1 -0.1 0.1 0.1099
O 1.23254 -0.70094 0.66742 0.2 0.2 -0.2 -0.0777
```
Positions in Å, forces in eV/Å.

Summary:
Gap between HOMO and LUMO (spin up / spin down) (Ha): 0.2645 / 0.2640
HOMO energy (spin up / spin down) (eV): -6.686 / -6.679

***

DFT total energy
In order: -109308.0115 -7389.8916
Unit: eV
ΔE to the lowest compared entry with this formula, charge and spin
In order: 215.2 470.2
Unit: kJ/mol
Max |F|
In order: 3.60 0.34
Unit: eV Å⁻¹